ORCA calculation (ωB97M-V/def2-TZVPD) on a cluster of 9 separate species, C54H135N9 in total in a non-equilibrium geometry.

Geometry (Å):
C  -0.421  -29.727  -12.630
C  0.817  -29.645  -13.517
N  2.076  -29.715  -12.789
C  2.322  -28.480  -12.056
C  3.466  -28.520  -11.064
C  3.171  -29.876  -13.751
C  3.265  -31.262  -14.382
H  -1.308  -29.841  -13.256
H  -0.531  -28.784  -12.095
H  -0.364  -30.597  -11.978
H  0.790  -30.486  -14.213
H  0.791  -28.721  -14.115
H  2.435  -27.637  -12.760
H  1.424  -28.206  -11.494
H  3.507  -29.438  -10.476
H  4.403  -28.449  -11.621
H  3.440  -27.699  -10.347
H  4.106  -29.827  -13.187
H  3.135  -29.043  -14.467
H  3.016  -32.027  -13.648
H  4.264  -31.474  -14.768
H  2.645  -31.400  -15.275
C  1.411  -18.864  -15.154
C  0.490  -20.073  -15.010
N  0.650  -21.035  -16.099
C  -0.256  -22.155  -15.916
C  -0.696  -22.830  -17.214
C  2.023  -21.465  -16.300
C  2.817  -21.961  -15.075
H  1.119  -18.137  -14.393
H  1.238  -18.370  -16.111
H  2.458  -19.118  -15.011
H  0.705  -20.537  -14.034
H  -0.545  -19.735  -14.971
H  0.175  -22.937  -15.269
H  -1.184  -21.805  -15.459
H  0.094  -23.387  -17.718
H  -1.463  -23.572  -16.977
H  -1.107  -22.059  -17.867
H  2.585  -20.666  -16.787
H  2.009  -22.300  -17.008
H  3.734  -22.448  -15.404
H  2.266  -22.626  -14.406
H  3.071  -21.092  -14.462
C  4.035  -26.117  -15.480
C  2.611  -25.706  -15.875
N  1.601  -26.760  -15.958
C  0.274  -26.110  -15.905
C  -0.164  -25.937  -14.453
C  1.677  -27.520  -17.198
C  0.924  -28.867  -17.137
H  3.973  -26.938  -14.765
H  4.499  -25.238  -15.032
H  4.574  -26.424  -16.377
H  2.235  -24.926  -15.210
H  2.654  -25.160  -16.834
H  0.307  -25.081  -16.281
H  -0.477  -26.665  -16.462
H  -0.234  -26.886  -13.911
H  0.506  -25.295  -13.881
H  -1.198  -25.588  -14.389
H  2.715  -27.753  -17.446
H  1.221  -27.042  -18.075
H  0.944  -29.412  -18.082
H  -0.135  -28.793  -16.886
H  1.393  -29.497  -16.375
C  10.341  -26.777  -12.475
C  9.368  -26.465  -13.612
N  8.473  -25.345  -13.388
C  7.721  -25.075  -14.619
C  7.197  -23.630  -14.604
C  7.642  -25.522  -12.210
C  6.664  -26.710  -12.191
H  9.771  -27.144  -11.619
H  10.943  -25.897  -12.241
H  11.098  -27.522  -12.722
H  10.030  -26.208  -14.449
H  8.867  -27.378  -13.972
H  6.898  -25.770  -14.839
H  8.400  -25.217  -15.463
H  6.726  -23.429  -15.568
H  8.040  -22.972  -14.412
H  6.438  -23.562  -13.826
H  8.290  -25.519  -11.330
H  7.010  -24.644  -12.057
H  7.060  -27.696  -12.427
H  6.023  -26.701  -11.311
H  5.993  -26.445  -13.019
C  4.884  -22.739  -18.573
C  4.231  -23.964  -19.192
N  3.444  -23.638  -20.380
C  2.580  -24.768  -20.692
C  1.298  -24.854  -19.875
C  4.252  -23.234  -21.529
C  3.371  -22.638  -22.640
H  5.701  -22.355  -19.181
H  5.276  -23.025  -17.593
H  4.152  -21.955  -18.386
H  4.934  -24.777  -19.448
H  3.573  -24.439  -18.463
H  2.327  -24.859  -21.750
H  3.128  -25.724  -20.572
H  1.532  -24.899  -18.812
H  0.682  -23.967  -20.043
H  0.739  -25.732  -20.192
H  4.890  -24.050  -21.905
H  4.932  -22.457  -21.179
H  2.827  -23.416  -23.168
H  4.034  -22.155  -23.362
H  2.710  -21.889  -22.212
C  6.907  -27.793  -18.316
C  5.542  -27.944  -19.000
N  5.395  -29.159  -19.767
C  5.526  -30.376  -18.964
C  4.527  -30.496  -17.814
C  4.239  -29.115  -20.665
C  4.158  -30.361  -21.508
H  7.692  -28.063  -19.021
H  6.978  -28.487  -17.471
H  7.028  -26.821  -17.840
H  4.774  -27.761  -18.232
H  5.438  -27.118  -19.712
H  5.497  -31.285  -19.565
H  6.543  -30.367  -18.566
H  4.605  -29.649  -17.126
H  3.495  -30.447  -18.177
H  4.672  -31.395  -17.215
H  4.360  -28.248  -21.324
H  3.307  -28.898  -20.123
H  3.462  -30.189  -22.334
H  3.736  -31.182  -20.924
H  5.116  -30.646  -21.937
C  0.886  -21.390  -11.124
C  2.349  -21.613  -10.764
N  2.622  -22.783  -9.923
C  2.257  -24.041  -10.525
C  3.069  -24.426  -11.759
C  2.065  -22.681  -8.574
C  2.392  -21.383  -7.861
H  0.740  -20.366  -11.477
H  0.261  -21.451  -10.229
H  0.494  -22.077  -11.872
H  2.964  -21.712  -11.663
H  2.793  -20.757  -10.258
H  2.408  -24.862  -9.818
H  1.189  -24.093  -10.793
H  2.965  -25.470  -12.055
H  2.877  -23.777  -12.617
H  4.142  -24.289  -11.575
H  2.468  -23.519  -8.003
H  0.970  -22.807  -8.575
H  2.064  -21.459  -6.822
H  1.935  -20.486  -8.281
H  3.467  -21.186  -7.839
C  0.575  -32.185  -19.005
C  0.485  -31.300  -20.239
N  -0.622  -30.347  -20.161
C  -1.939  -30.922  -19.892
C  -2.355  -31.943  -20.957
C  -0.589  -29.387  -21.238
C  0.508  -28.346  -21.065
H  -0.341  -32.754  -18.836
H  0.733  -31.588  -18.108
H  1.393  -32.896  -19.124
H  1.443  -30.775  -20.259
H  0.412  -31.851  -21.188
H  -2.689  -30.134  -19.797
H  -1.963  -31.350  -18.887
H  -2.437  -31.457  -21.929
H  -3.324  -32.399  -20.732
H  -1.676  -32.792  -21.041
H  -0.435  -29.886  -22.215
H  -1.536  -28.870  -21.426
H  0.389  -27.909  -20.075
H  1.454  -28.868  -21.215
H  0.492  -27.595  -21.857
C  -2.617  -29.175  -15.660
C  -3.188  -28.424  -16.864
N  -3.054  -26.982  -16.806
C  -3.693  -26.339  -15.660
C  -5.193  -26.672  -15.501
C  -3.465  -26.313  -18.044
C  -2.668  -26.736  -19.271
H  -3.292  -29.020  -14.813
H  -1.676  -28.710  -15.360
H  -2.531  -30.240  -15.852
H  -2.696  -28.778  -17.770
H  -4.262  -28.660  -16.962
H  -3.177  -26.662  -14.752
H  -3.608  -25.253  -15.704
H  -5.774  -26.413  -16.386
H  -5.369  -27.729  -15.302
H  -5.574  -26.076  -14.670
H  -3.286  -25.248  -17.889
H  -4.535  -26.458  -18.239
H  -1.581  -26.686  -19.150
H  -2.944  -26.164  -20.155
H  -2.823  -27.792  -19.516

The value obtained for the frontier orbital gap is 8.91 eV. The energy comes out at -71596.500 eV. The calculation puts the LUMO energy at 0.748 eV. Its energy relative to the best compared isomer or geometry (same formula, charge and spin) is 0.5 kJ/mol. For the HOMO energy, the calculation gives -8.2 eV.

Mulliken atomic charge list, values in e, 99 entries: number 1, C, carries -1.77; number 2, C, carries 0.50; number 3, N, carries 0.03; number 4, C, carries 0.31; number 5, C, carries -1.29; number 6, C, carries 0.78; number 7, C, carries -1.66; number 8, H, carries 0.34; number 9, H, carries 0.30; number 10, H, carries 0.44; number 11, H, carries 0.47; number 12, H, carries -0.38; number 13, H, carries -0.30; number 14, H, carries 0.35; number 15, H, carries 0.38; number 16, H, carries -0.04; number 17, H, carries 0.39; number 18, H, carries 0.51; number 19, H, carries -0.48; number 20, H, carries 0.41; number 21, H, carries 0.42; number 22, H, carries 0.18; number 23, C, carries -1.49; number 24, C, carries -0.11; number 25, N, carries 0.26; number 26, C, carries 0.05; number 27, C, carries -1.03; number 28, C, carries -0.38; number 29, C, carries -0.04; number 30, H, carries 0.46; number 31, H, carries 0.34; number 32, H, carries 0.28; number 33, H, carries 0.03; number 34, H, carries 0.57; number 35, H, carries -0.12; number 36, H, carries 0.62; number 37, H, carries -0.29; number 38, H, carries 0.23; number 39, H, carries 0.44; number 40, H, carries 0.45; number 41, H, carries -0.54; number 42, H, carries 0.15; number 43, H, carries -0.53; number 44, H, carries 0.49; number 45, C, carries -0.58; number 46, C, carries 1.66; number 47, N, carries 1.25; number 48, C, carries 1.48; number 49, C, carries -1.27; number 50, C, carries 1.09; number 51, C, carries 0.63; number 52, H, carries -0.32; number 53, H, carries 0.39; number 54, H, carries -0.45; number 55, H, carries -0.22; number 56, H, carries -1.25; number 57, H, carries -0.89; number 58, H, carries 0.03; number 59, H, carries -0.18; number 60, H, carries 0.03; number 61, H, carries 0.36; number 62, H, carries -0.17; number 63, H, carries -0.55; number 64, H, carries -0.35; number 65, H, carries -0.70; number 66, H, carries -0.45; number 67, C, carries -1.41; number 68, C, carries -0.34; number 69, N, carries 0.17; number 70, C, carries -0.25; number 71, C, carries -0.96; number 72, C, carries -1.34; number 73, C, carries -0.28; number 74, H, carries 0.31; number 75, H, carries 0.31; number 76, H, carries 0.43; number 77, H, carries 0.47; number 78, H, carries 0.28; number 79, H, carries 0.10; number 80, H, carries 0.53; number 81, H, carries -0.01; number 82, H, carries 0.47; number 83, H, carries 0.14; number 84, H, carries 0.53; number 85, H, carries 0.28; number 86, H, carries 0.35; number 87, H, carries 0.45; number 88, H, carries -0.08; number 89, C, carries -1.32; number 90, C, carries 1.40; number 91, N, carries 0.44; number 92, C, carries -0.82; number 93, C, carries 0.41; number 94, C, carries -0.30; number 95, C, carries -1.29; number 96, H, carries 0.53; number 97, H, carries 0.03; number 98, H, carries 0.35; number 99, H, carries -0.08